# 1
{"formula": "C30H53BClN2O11", "method": "ωB97M-V/def2-TZVPD", "species": ["C", "C", "O", "C", "O", "C", "C", "C", "Cl", "C", "C", "C", "N", "N", "C", "B", "O", "C", "C", "C", "C", "C", "O", "C", "O", "C", "C", "H", "H", "H", "H", "H", "H", "H", "H", "H", "H", "H", "H", "H", "H", "H", "H", "H", "H", "H", "H", "H", "H", "H", "H", "H", "C", "O", "C", "C", "O", "C", "C", "O", "C", "H", "H", "H", "H", "H", "H", "H", "H", "H", "H", "H", "H", "H", "H", "C", "O", "C", "C", "O", "C", "C", "O", "C", "H", "H", "H", "H", "H", "H", "H", "H", "H", "H", "H", "H", "H", "H"], "positions_angstrom": [[1.20670, 6.33196, -1.55581], [0.31412, 5.74493, -0.76875], [-0.76765, 5.06946, -0.09065], [-0.22593, 4.07525, 0.82362], [-0.35181, 4.35056, 2.07326], [0.44352, 2.67627, 0.35274], [1.99884, 2.41680, 0.20557], [3.09019, 3.55046, 0.56722], [2.80563, 4.31689, 2.24989], [4.56995, 2.83596, 0.68580], [5.65067, 3.72437, 1.49340], [2.41311, 0.96170, -0.32371], [1.41085, -0.09478, -0.61491], [1.86594, -1.35424, -1.05141], [-0.02937, 0.11248, -0.46136], [-0.99372, -1.20419, -0.78803], [-1.60236, -1.82176, 0.39412], [-1.22295, -1.79512, -2.28348], [-0.98169, -0.64589, -3.41478], [-0.60358, 1.50044, 0.02458], [-2.20416, 1.75689, 0.22416], [-2.95143, 2.23418, -1.12934], [-4.30411, 1.64004, -1.12510], [-5.27360, 2.61649, -1.56536], [-5.03865, 3.24050, -2.66207], [-6.63324, 2.89433, -0.69681], [-7.42970, 1.45896, -0.57342], [1.66620, 7.02666, -2.36688], [3.14402, 4.41145, -0.21807], [4.37597, 1.88573, 1.34183], [4.93780, 2.43733, -0.33310], [5.50262, 3.55079, 2.63865], [5.65861, 4.84213, 1.22343], [6.69686, 3.25545, 1.26208], [3.51544, 0.64766, -0.50932], [1.83397, -1.27187, -2.09808], [2.88484, -1.37520, -0.83837], [-0.85667, -1.94964, 1.05062], [-0.47628, -2.65707, -2.46697], [-2.29361, -2.25641, -2.34674], [-1.09150, -1.07112, -4.49316], [0.08254, -0.20181, -3.23812], [-1.76456, 0.18825, -3.21172], [-2.42322, 2.50632, 1.08666], [-2.71509, 0.76140, 0.55136], [-2.96627, 3.38593, -1.15207], [-2.35876, 1.88815, -2.07321], [-7.27303, 3.72559, -1.16435], [-6.33467, 3.25741, 0.37257], [-7.74619, 1.25060, 0.52387], [-8.32576, 1.41422, -1.29786], [-6.68292, 0.60772, -0.84885], [-1.38816, 4.18015, 4.62934], [-1.30768, 2.91114, 5.25357], [-0.68364, 1.94235, 4.41399], [-0.27036, 0.71976, 5.22796], [0.96683, 0.90398, 5.91970], [0.90515, 1.73397, 7.08275], [0.26359, 1.03288, 8.27625], [-1.15818, 1.08660, 8.17760], [-1.78773, 0.16044, 9.04466], [-1.96191, 4.11722, 3.70014], [-1.89439, 4.86582, 5.31174], [-0.38549, 4.56877, 4.42970], [0.19971, 2.37736, 3.93212], [-1.41051, 1.64589, 3.64907], [-0.09077, -0.10485, 4.53110], [-1.05954, 0.39455, 5.90965], [0.42450, 2.68934, 6.86283], [1.94674, 1.95093, 7.33880], [0.55250, 1.54450, 9.20083], [0.59944, -0.00982, 8.31571], [-1.51774, -0.86343, 8.76708], [-2.86800, 0.27315, 8.93813], [-1.51090, 0.35641, 10.08508], [3.46532, -5.31846, -7.95381], [3.06932, -5.48737, -6.60405], [3.17106, -4.27500, -5.86138], [2.39530, -4.38762, -4.55243], [0.99242, -4.16082, -4.71478], [0.26014, -5.23423, -5.31327], [0.03089, -6.39989, -4.35602], [1.18649, -7.23339, -4.30409], [1.16665, -8.10294, -3.18625], [4.50204, -4.97247, -8.01208], [3.38618, -6.28407, -8.45648], [2.80081, -4.61015, -8.45882], [2.77578, -3.43969, -6.45102], [4.23107, -4.10298, -5.64645], [2.74081, -3.59115, -3.88562], [2.58569, -5.33474, -4.04257], [0.72334, -5.55719, -6.24760], [-0.71602, -4.81095, -5.56945], [-0.80418, -7.01085, -4.71562], [-0.20192, -6.01571, -3.35583], [1.18513, -7.52594, -2.25608], [2.06147, -8.72650, -3.22307], [0.28290, -8.74761, -3.21468]], "charge": 1, "e_tot_ev": -70649.223, "orbital_gap_ev": 5.949}

=====

# 2
{"formula": "C7H11PS", "method": "ωB97M-V/def2-TZVPD", "species": ["C", "C", "C", "C", "C", "C", "C", "P", "S", "H", "H", "H", "H", "H", "H", "H", "H", "H", "H", "H"], "positions_angstrom": [[-2.23698, 1.23805, -0.57187], [-3.09033, 1.91692, 0.25394], [-0.94240, 1.15153, -0.07347], [-0.80060, 1.71379, 1.16157], [1.54782, -1.74206, -0.72719], [0.19679, 0.36466, -0.68170], [0.51740, -0.96821, 0.10264], [0.60103, 1.69022, 2.28320], [-2.32409, 2.40678, 1.67253], [-2.50291, 0.89339, -1.47396], [-4.04004, 2.35449, 0.10795], [1.60588, -2.83794, -0.49527], [1.47941, -1.66202, -1.77485], [2.57733, -1.30417, -0.44178], [-0.26834, 0.17979, -1.69100], [1.00205, 1.02506, -0.66174], [0.99261, -0.58970, 0.99507], [-0.38478, -1.57907, 0.23022], [0.71362, 3.04336, 2.59245], [1.62683, 1.79694, 1.13201]], "smiles": "CCCc1ccsc1P", "e_tot_ev": -27559.857, "orbital_gap_ev": 9.179}

=====

# 3
{"formula": "C8H11N3O2", "method": "ωB97M-V/def2-TZVPD", "species": ["C", "C", "C", "C", "C", "C", "C", "C", "N", "N", "N", "O", "O", "H", "H", "H", "H", "H", "H", "H", "H", "H", "H", "H"], "positions_angstrom": [[-3.17159, 1.84668, -0.31459], [-2.00244, 2.50238, 0.22516], [-3.20891, 0.50467, -0.43138], [-0.89184, 1.77784, 0.48827], [-2.03748, -0.24718, -0.19533], [-0.88534, 0.37999, 0.28012], [1.42506, -0.63552, 0.71144], [4.02205, -0.76682, -0.29990], [-0.56771, -1.73220, 0.18521], [-1.91006, -1.58390, -0.16362], [0.06181, -0.57431, 0.46997], [-2.62038, -2.51851, -0.29981], [2.71771, -0.84957, -0.84409], [-3.97120, 2.54017, -0.60698], [-1.94070, 3.54810, 0.40695], [-3.92086, -0.03250, -0.95554], [-0.03648, 2.28436, 1.03010], [1.82988, 0.32656, 1.07989], [1.74362, -1.55022, 1.22208], [2.54292, -0.13815, -1.60873], [4.16419, -1.77492, 0.19025], [4.02511, 0.10696, 0.37957], [4.64011, -0.75898, -1.19873], [-0.00746, -2.65490, 0.24972]], "charge": 2, "e_tot_ev": -17015.685, "orbital_gap_ev": 7.306}

=====

# 4
{"formula": "C3H11N2", "method": "ωB97M-V/def2-TZVPD", "species": ["C", "C", "H", "H", "H", "H", "H", "H", "N", "C", "N", "H", "H", "H", "H", "H"], "positions_angstrom": [[-1.14359, -2.03878, -2.30477], [-0.12952, -3.18364, -2.27146], [-1.69766, -2.18523, -3.23514], [-0.77856, -1.01948, -2.21535], [-1.86462, -2.16213, -1.49170], [0.44465, -3.18318, -3.16351], [0.55888, -3.12317, -1.42465], [-0.60224, -4.15825, -2.16288], [1.63713, 2.20014, 1.75085], [0.41392, 2.90709, 1.94224], [-0.34023, 2.64544, 3.04439], [1.96702, 2.23816, 0.80949], [2.35243, 2.23966, 2.45569], [0.53778, 3.87904, 1.45717], [-1.32933, 2.63270, 2.87397], [-0.02605, 2.31161, 3.93566]], "s_squared": 0.7528, "spin_multiplicity": 2, "e_tot_ev": -6267.323, "orbital_gap_ev": [7.414, 10.239]}

=====

# 5
{"formula": "C30H23N8O2PtS", "method": "ωB97M-V/def2-TZVPD", "species": ["Pt", "O", "C", "N", "C", "O", "C", "C", "C", "C", "C", "N", "C", "C", "C", "C", "C", "N", "H", "H", "H", "H", "H", "H", "H", "H", "C", "C", "C", "C", "C", "C", "N", "N", "C", "C", "C", "C", "C", "N", "H", "H", "H", "H", "H", "H", "H", "H", "H", "N", "C", "N", "C", "C", "C", "C", "C", "C", "S", "H", "H", "H", "H", "H", "H"], "positions_angstrom": [[0.27888, 0.37773, 0.27103], [4.29288, 0.27893, -0.88747], [3.09948, 0.40153, -0.87817], [2.34458, 0.49803, 0.27003], [3.07548, 0.65653, 1.42113], [4.27498, 0.67493, 1.47773], [2.23808, 0.78813, 2.68773], [2.89608, 0.92803, 3.90713], [2.12158, 0.97783, 5.06023], [0.74038, 0.91693, 4.95633], [0.16538, 0.80423, 3.69333], [0.90938, 0.72603, 2.60283], [2.29838, 0.53913, -2.14927], [2.98768, 0.50603, -3.35937], [2.26608, 0.74893, -4.51927], [0.91418, 1.04503, -4.42497], [0.30788, 1.03323, -3.17107], [0.99438, 0.76783, -2.07207], [3.97588, 0.98253, 3.91943], [2.60328, 1.05763, 6.02533], [0.10598, 0.96423, 5.82743], [-0.90762, 0.75893, 3.56433], [4.05468, 0.32413, -3.35227], [2.76698, 0.71603, -5.47997], [0.32508, 1.28463, -5.29837], [-0.74532, 1.26093, -3.06227], [-4.93902, -2.16387, 0.41653], [-3.67042, -2.56277, 0.83783], [-2.61972, -1.67397, 0.83173], [-2.80672, -0.35337, 0.37373], [-4.09042, 0.03453, -0.07677], [-5.13762, -0.84607, -0.00737], [-1.80792, 0.57933, 0.42633], [-2.16332, 1.83303, 0.35813], [-1.26052, 2.78363, 0.27373], [-1.62602, 4.15153, 0.23503], [-0.63972, 5.10213, 0.19193], [0.70128, 4.69413, 0.19903], [1.00158, 3.34533, 0.22713], [0.05958, 2.40493, 0.24113], [-5.76292, -2.85997, 0.44413], [-3.50642, -3.58107, 1.15513], [-1.64992, -1.96887, 1.20353], [-4.21672, 1.05983, -0.39287], [-6.13822, -0.50537, -0.23487], [-2.67562, 4.39463, 0.23213], [-0.88792, 6.15173, 0.15003], [1.50308, 5.41323, 0.17793], [2.03088, 3.01003, 0.23103], [1.91558, -2.23627, 2.00323], [1.23268, -2.55997, 0.91343], [0.49708, -1.75267, 0.16193], [-0.04762, -2.44347, -0.91317], [-0.86932, -1.92337, -1.90607], [-1.30102, -2.75897, -2.92517], [-0.95372, -4.11297, -2.95287], [-0.17392, -4.66077, -1.95117], [0.28378, -3.81747, -0.94787], [1.28388, -4.23847, 0.39963], [1.90378, -1.31177, 2.40373], [2.46708, -2.94537, 2.46583], [-1.17082, -0.88537, -1.86677], [-1.92412, -2.36017, -3.71027], [-1.30312, -4.74407, -3.75527], [0.07768, -5.70957, -1.94267]], "charge": 3, "e_tot_ev": -61553.994, "orbital_gap_ev": [4.017, 4.016]}

=====

# 6
{"formula": "C2H8N3P", "method": "ωB97M-V/def2-TZVPD", "species": ["C", "C", "N", "N", "N", "P", "H", "H", "H", "H", "H", "H", "H", "H"], "positions_angstrom": [[1.24074, 0.39736, 1.32885], [0.17813, 1.52788, 1.26525], [-0.46891, -0.31695, -1.31613], [-0.83886, -2.07450, -3.03468], [-1.00697, 0.96817, 0.70102], [-1.61331, -1.08294, -1.89127], [1.55875, 0.31667, 0.26289], [2.17234, 0.80850, 1.89080], [0.92517, -0.52111, 1.69631], [0.00553, 1.66035, 2.30755], [0.53791, 2.32988, 0.60667], [0.22038, -1.81005, -2.96028], [-1.28071, -2.23081, -3.92570], [-1.47192, 1.68737, 0.06583]], "e_tot_ev": -15958.199, "orbital_gap_ev": [9.678, 7.883]}